{"formula": "C14H56N28O14", "method": "ωB97M-V/def2-TZVPD", "e_tot_ha": -3153.7339, "de_lowest_ev": 15.0381, "homo_energy_ha": -0.346, "homo_lumo_gap_ha": 0.3366, "lumo_ev": -0.255, "symbols": ["C", "O", "N", "N", "H", "H", "H", "H", "C", "O", "N", "N", "H", "H", "H", "H", "C", "O", "N", "N", "H", "H", "H", "H", "C", "O", "N", "N", "H", "H", "H", "H", "C", "O", "N", "N", "H", "H", "H", "H", "C", "O", "N", "N", "H", "H", "H", "H", "C", "O", "N", "N", "H", "H", "H", "H", "C", "O", "N", "N", "H", "H", "H", "H", "C", "O", "N", "N", "H", "H", "H", "H", "C", "O", "N", "N", "H", "H", "H", "H", "C", "O", "N", "N", "H", "H", "H", "H", "C", "O", "N", "N", "H", "H", "H", "H", "C", "O", "N", "N", "H", "H", "H", "H", "C", "O", "N", "N", "H", "H", "H", "H"], "positions_angstrom": [[6.816028, 3.659572, -4.902362], [7.107888, 4.701062, -5.481082], [5.930748, 2.850032, -5.360062], [7.322698, 3.272012, -3.777652], [5.272418, 3.152362, -6.063832], [5.718258, 1.987512, -4.879422], [8.118118, 3.692712, -3.318942], [6.929728, 2.418132, -3.408092], [4.644638, 2.225432, 1.836768], [5.129328, 1.418912, 1.041998], [3.907758, 3.231512, 1.496308], [5.152978, 2.371172, 3.031608], [3.323378, 3.616532, 2.224568], [3.482518, 3.209912, 0.580448], [4.930458, 2.997862, 3.791768], [5.754248, 1.571752, 3.171208], [0.113118, 3.431632, 5.985868], [0.683108, 4.428512, 5.528328], [0.204808, 2.860002, 7.167598], [-0.617602, 2.730062, 5.116418], [0.729908, 3.388362, 7.849668], [-0.266362, 2.021632, 7.476198], [-1.454442, 2.291542, 5.473488], [-0.398412, 2.909632, 4.146978], [3.125068, -6.044808, 2.209988], [3.041668, -5.898538, 1.061908], [2.587738, -6.976578, 2.870428], [3.728768, -5.149778, 2.957458], [2.500978, -7.224948, 3.845558], [2.127828, -7.614288, 2.236458], [3.901128, -5.203668, 3.951178], [4.063118, -4.417098, 2.347958], [1.460138, -6.182248, -5.727372], [0.465748, -5.886608, -5.086272], [2.625348, -6.165768, -5.261522], [1.424868, -6.381288, -7.018922], [3.292958, -6.614928, -5.871972], [2.650028, -6.275688, -4.257822], [0.512508, -6.423338, -7.450112], [2.288518, -6.554848, -7.512992], [-7.050972, 4.310702, 2.687328], [-8.159542, 3.878932, 2.976738], [-6.362062, 4.737842, 3.592208], [-6.411042, 4.266242, 1.548308], [-5.448032, 5.091452, 3.348058], [-6.825112, 5.149462, 4.389868], [-5.407212, 4.257012, 1.437158], [-7.011812, 4.027082, 0.772438], [7.665758, -2.695608, -3.296132], [8.093598, -3.253278, -4.210382], [8.424368, -2.149178, -2.375432], [6.438398, -2.408918, -2.949952], [8.032908, -1.760208, -1.529522], [9.326048, -2.595308, -2.285712], [6.208858, -1.812978, -2.167472], [5.688018, -2.828398, -3.480112], [-2.022242, -6.081638, 6.729418], [-1.423492, -7.141998, 6.905088], [-3.299592, -6.008398, 6.454768], [-1.348422, -4.993258, 6.438938], [-3.647592, -5.060298, 6.445378], [-3.960862, -6.767338, 6.372018], [-0.381402, -4.963258, 6.728908], [-1.977712, -4.273738, 6.112778], [-6.129212, -0.816458, 5.507778], [-4.899072, -0.929768, 5.254148], [-7.062962, -1.409798, 4.785528], [-6.591542, -0.262758, 6.583048], [-7.973332, -1.691718, 5.119958], [-6.657142, -1.873318, 3.985178], [-7.586472, -0.116778, 6.488678], [-6.093672, 0.336502, 7.225798], [-2.319362, 8.849442, 1.853688], [-2.232322, 9.237592, 2.937568], [-3.006462, 9.379592, 0.850708], [-1.681682, 7.839192, 1.484228], [-3.092332, 9.251222, -0.147422], [-3.614492, 10.090122, 1.232228], [-1.734072, 7.687912, 0.487008], [-0.971952, 7.486042, 2.110068], [-0.336872, -0.061718, -7.725562], [0.047158, 0.735842, -6.974912], [0.466798, -0.715408, -8.581522], [-1.524682, -0.533698, -7.780962], [0.041338, -1.235748, -9.335402], [1.330228, -0.200028, -8.676182], [-1.649052, -1.430868, -8.227862], [-2.331762, -0.211938, -7.265992], [-1.159312, 7.255152, -4.494842], [-1.593652, 8.406042, -4.481922], [0.021248, 6.914512, -4.859432], [-1.922872, 6.301692, -4.165492], [0.530758, 7.687332, -5.263472], [0.047068, 5.969342, -5.214502], [-2.772652, 6.587842, -3.700622], [-1.514462, 5.392362, -4.002942], [-0.180712, -0.320358, -0.510222], [-0.583432, 0.891972, -0.526702], [0.413818, -0.913348, -1.530452], [-0.145022, -1.095208, 0.524238], [0.431038, -0.510468, -2.456452], [0.665498, -1.890328, -1.482702], [0.270478, -2.008368, 0.407618], [-0.422182, -0.734958, 1.426178], [-4.700562, -6.048428, -0.098602], [-5.743072, -5.613598, 0.509958], [-3.948972, -5.356578, -0.858872], [-4.145392, -7.261958, -0.185922], [-4.287572, -4.446398, -1.136412], [-3.121222, -5.614198, -1.377102], [-3.263422, -7.413768, -0.654132], [-4.745092, -7.930128, 0.276668]], "forces_ev_per_a": [[1.5, 4.3, -1.7], [0.3, 0.4, -0.1], [-4.1, -3.5, -2.1], [1.7, -1.7, 4.0], [0.4, 0.0, 0.1], [-0.1, 0.2, -0.3], [-0.3, 0.0, -0.4], [0.6, 0.3, 0.5], [2.7, -0.8, -2.2], [-0.7, -0.7, 0.0], [-3.9, 2.9, -1.6], [1.8, -1.8, 3.4], [0.0, 0.3, -0.2], [0.0, -0.1, 0.1], [-0.2, -0.2, -0.5], [0.2, 0.4, 0.9], [0.7, 1.4, -3.1], [0.6, -0.3, 1.7], [0.9, 0.5, 3.1], [-1.4, -1.5, -0.8], [-0.2, -0.2, 0.1], [0.1, 0.3, -0.5], [0.1, -0.3, -0.8], [-0.8, 0.0, 0.2], [1.4, 2.4, 3.1], [-0.5, 0.3, -6.7], [-3.7, -6.6, 1.8], [2.1, 3.0, 1.1], [0.4, 0.7, -0.2], [-0.1, -0.3, 0.4], [0.0, 0.1, -0.5], [0.4, 0.3, 0.9], [-5.4, 1.6, -0.4], [-1.1, -0.2, 0.8], [6.1, -0.6, 2.9], [-0.6, -0.8, -3.6], [0.6, 0.1, 1.0], [0.6, 0.0, -0.1], [0.5, 0.0, -0.2], [-0.7, 0.0, -0.4], [-5.2, -3.8, -2.5], [-1.8, -0.1, -1.6], [6.8, 4.8, 8.2], [0.0, -0.7, -4.7], [-0.1, 0.4, 0.6], [0.3, -0.4, 0.1], [-0.5, 0.1, 0.1], [0.6, -0.3, -0.1], [-0.7, 2.3, 3.2], [1.4, -3.6, -5.2], [4.3, 1.4, 3.0], [-5.3, -0.2, -0.7], [0.3, -0.3, -0.2], [0.1, 0.5, 0.1], [0.0, -0.4, -0.4], [0.0, 0.4, 0.1], [2.5, -4.4, -1.2], [-0.2, -0.3, 1.1], [-3.5, 1.3, 0.0], [0.3, 2.5, 0.1], [-0.7, -0.5, -0.1], [0.6, 0.1, 0.3], [-0.4, 0.6, -0.3], [1.4, 0.9, 0.1], [5.1, -1.5, -0.7], [-1.9, 0.5, 0.0], [-0.9, -1.2, -2.4], [-2.4, 2.0, 2.9], [0.3, 0.2, -0.1], [-0.5, -0.2, 0.0], [0.1, 0.5, 0.8], [0.2, -0.3, -0.5], [-0.9, 1.0, -2.6], [-0.7, 3.3, 6.5], [-3.5, 3.5, -0.9], [3.7, -6.3, -2.8], [0.5, -0.5, 0.5], [-0.1, 0.2, -0.6], [0.9, -0.9, 0.4], [0.0, -0.2, -0.6], [1.2, -2.0, -1.5], [1.9, 4.6, 3.5], [1.9, -0.4, -1.1], [-6.1, -2.5, -0.4], [0.6, 0.4, -0.1], [0.1, -0.6, -0.6], [-0.2, 0.3, 0.1], [0.6, 0.2, 0.2], [-1.7, 5.4, -0.1], [0.4, 0.9, 0.1], [4.2, -0.8, -1.4], [-3.7, -4.9, 2.0], [0.3, -0.6, -0.3], [1.0, 0.4, -0.3], [0.1, -0.5, -0.2], [-0.6, 0.0, 0.3], [-0.7, 5.5, -1.2], [0.7, -3.1, 0.1], [1.0, -1.0, -3.2], [-0.6, -1.8, 3.6], [-0.2, 0.1, 0.4], [-0.1, 0.3, -0.1], [-0.2, 0.3, 0.7], [0.1, -0.3, -0.2], [-3.3, -0.2, 2.1], [3.1, -2.0, -1.7], [2.2, 7.0, -3.8], [-2.0, -3.1, 2.4], [0.1, 0.1, 0.3], [-0.5, -0.5, 0.4], [-0.7, -0.5, 0.4], [1.0, -0.9, -0.2]], "mulliken_charge": [0.68, -0.68, -0.36, -0.33, 0.21, 0.14, 0.21, 0.13, 0.59, -0.69, -0.40, -0.39, 0.22, 0.25, 0.19, 0.23, 0.63, -0.66, -0.38, -0.40, 0.23, 0.19, 0.19, 0.20, 0.63, -0.63, -0.37, -0.42, 0.18, 0.22, 0.17, 0.22, 0.61, -0.69, -0.35, -0.40, 0.19, 0.26, 0.22, 0.15, 0.62, -0.70, -0.33, -0.41, 0.17, 0.24, 0.19, 0.21, 0.63, -0.58, -0.43, -0.37, 0.18, 0.22, 0.14, 0.20, 0.69, -0.68, -0.36, -0.38, 0.14, 0.21, 0.22, 0.16, 0.62, -0.70, -0.42, -0.37, 0.21, 0.23, 0.20, 0.23, 0.58, -0.60, -0.40, -0.36, 0.18, 0.21, 0.17, 0.23, 0.60, -0.60, -0.45, -0.37, 0.20, 0.23, 0.17, 0.21, 0.62, -0.69, -0.42, -0.41, 0.26, 0.21, 0.24, 0.20, 0.69, -0.71, -0.37, -0.34, 0.21, 0.16, 0.15, 0.22, 0.67, -0.68, -0.36, -0.40, 0.21, 0.15, 0.18, 0.22]}